This record from the OMol25 dataset describes an isolated molecule of C6H12N2O. The level of theory is ωB97M-V/def2-TZVPD.

Values from the calculation:
Net charge   0
Orbital gap   8.93 eV
Lowest unoccupied orbital energy   0.79 eV
DFT total energy   -11441.5389 eV
SMILES   [H]/N=C/N(C=C)C[C@H](C)O

Each line ends with the Löwdin charge.
Geometry (Å):
C: -1.39203 0.94992 -1.23322  -0.0468
C: 0.04407 1.46744 -1.03206  -0.3961
C: 0.48199 1.31740 0.39995  -0.1585
C: -0.75410 -0.70523 1.15285  -0.2051
C: -1.02994 -2.03795 1.39023  0.0302
C: 1.51709 -0.78790 0.45425  -0.2771
H: -2.08154 1.69421 -0.75880  0.0931
H: -1.60013 -0.13868 -0.85627  0.1067
H: -1.72068 1.19548 -2.25427  0.0772
H: 0.08235 2.52471 -1.24645  0.1349
H: 1.16464 -0.17574 -1.76329  0.1622
H: -0.22681 1.68038 1.22247  0.1533
H: 1.47932 1.72353 0.68840  0.1429
H: -1.52058 0.02632 1.10858  0.0860
H: -0.43436 -2.91663 1.05079  0.0472
H: -1.99732 -2.15756 1.74731  0.0104
H: 2.36872 -0.19690 0.31759  0.1121
H: 2.51019 -2.28451 0.23834  0.0269
N: 0.37315 -0.05155 0.75918  -0.1408
N: 1.59948 -2.02280 0.42265  0.1331
O: 1.13647 0.89605 -1.80825  -0.0917

This record from the OMol25 dataset describes an isolated molecule of C6H12N2O2. The level of theory is ωB97M-V/def2-TZVPD.

Values from the calculation:
Net charge   0
Orbital gap   10.36 eV
Lowest unoccupied orbital energy   0.72 eV
DFT total energy   -13490.8580 eV
SMILES   C/N=C/OCCCC(N)=O

Each line ends with the Löwdin charge.
Geometry (Å):
C: -5.22989 -0.08772 -0.01908  -0.1521
N: -3.92371 0.53090 -0.03934  0.0077
C: -2.91306 -0.22136 -0.02278  -0.2767
O: -1.67879 0.29618 -0.01101  -0.0569
C: -0.59730 -0.63344 -0.04553  -0.2170
C: 0.70664 0.13912 -0.06044  -0.1755
C: 1.89550 -0.81670 -0.06995  -0.1316
C: 3.25901 -0.23468 -0.38702  -0.5399
N: 3.79696 0.64014 0.48008  0.1272
H: -5.81320 0.25273 -0.88699  0.0739
H: -5.19309 -1.19167 -0.03473  0.0695
H: -5.77461 0.22872 0.88228  0.0743
H: -2.95850 -1.32449 0.00406  0.1401
H: -0.64668 -1.28770 0.83920  0.1328
H: -0.68199 -1.26113 -0.94662  0.1323
H: 0.72350 0.78281 -0.95249  0.1310
H: 0.73820 0.78893 0.82710  0.1239
H: 1.99882 -1.30901 0.90957  0.1295
H: 1.73401 -1.62433 -0.79986  0.1228
O: 3.93297 -0.69336 -1.31183  0.0626
H: 3.38804 1.56089 0.55892  0.1038
H: 4.69059 0.42218 0.92629  0.1182

This record from the OMol25 dataset describes an isolated molecule of C6H12N2O2. The level of theory is ωB97M-V/def2-TZVPD.

Values from the calculation:
Net charge   0
Orbital gap   10.48 eV
Lowest unoccupied orbital energy   0.63 eV
DFT total energy   -13488.7450 eV
SMILES   [H]/N=C(\O)C[C@H](N)[C@@H]1O[C@@H]1C

Each line ends with the Löwdin charge.
Geometry (Å):
C: -2.86472 -0.49732 1.12293  -0.0360
C: -2.51273 0.54617 0.10162  -0.2937
O: -1.73998 1.67450 0.52371  -0.0034
C: -1.16232 0.77712 -0.41545  -0.2565
C: 0.04849 -0.01843 0.02489  -0.3565
N: 0.05223 -1.28395 -0.69268  0.0723
C: 1.31283 0.83565 -0.16188  -0.0987
C: 2.57714 0.13456 0.17883  -0.3457
N: 3.12021 -0.38998 1.17009  0.1106
H: -2.09609 -0.58998 1.89908  0.0828
H: -3.81892 -0.24846 1.60730  0.0814
H: -2.97892 -1.47099 0.62522  0.0874
H: -3.33656 0.82293 -0.56619  0.1424
H: -1.07891 1.19122 -1.42928  0.1525
H: -0.04772 -0.23909 1.09609  0.1468
H: 0.03600 -1.13565 -1.70026  0.0846
H: 0.89690 -1.80550 -0.47492  0.0773
H: 1.37920 1.17742 -1.20839  0.1238
H: 1.25295 1.73169 0.47753  0.1408
O: 3.56486 -0.42269 -0.98677  -0.1377
H: 4.01283 -0.94288 0.54630  0.1784
H: 3.38321 0.15364 -1.73779  0.0469

This record from the OMol25 dataset describes a cluster of 3 separate species, C6H12N2O2 in total. The level of theory is ωB97M-V/def2-TZVPD.

Values from the calculation:
Net charge   0
Orbital gap   9.83 eV
Lowest unoccupied orbital energy   0.63 eV
DFT total energy   -13488.1699 eV

Each line ends with the Löwdin charge.
Geometry (Å):
C: 1.23417 -0.23043 -2.45996  -0.0925
N: -0.06274 -0.17941 -1.80747  -0.0825
C: -0.43378 -1.25496 -0.90605  -0.0867
C: -0.11852 0.11571 -0.39843  -0.4426
C: 1.12309 0.33676 0.46612  -0.1760
N: 0.57017 0.51528 1.80578  -0.0231
C: -1.14180 0.98846 1.64024  -0.3390
O: -1.64418 1.80911 2.38434  0.0712
C: -1.22454 1.01906 0.12605  -0.0331
H: 1.98293 -0.83614 -1.92023  0.0802
H: 1.10786 -0.66757 -3.45922  0.0851
H: 1.62542 0.78908 -2.57666  0.0885
H: -1.47073 -1.60090 -0.93385  0.1117
H: 0.30993 -2.03743 -0.72090  0.1189
H: 1.81627 -0.51372 0.41554  0.1154
H: 1.64561 1.24719 0.13350  0.1241
H: 1.17131 0.94302 2.49998  0.1057
H: -1.05177 2.05567 -0.19807  0.1433
H: -2.22085 0.68844 -0.19449  0.1382
H: -0.14110 -0.83117 2.29451  0.2425
O: -1.45891 -0.91965 2.30387  -0.1617
H: -1.61784 -1.43639 1.50539  0.0124

This record from the OMol25 dataset describes an isolated molecule of C6H12N2O4. The level of theory is ωB97M-V/def2-TZVPD.

Values from the calculation:
Net charge   0
Orbital gap   9.64 eV
Lowest unoccupied orbital energy   0.56 eV
DFT total energy   -17586.7543 eV
SMILES   C[C@H](N)C(=O)N[C@@H](CO)C(=O)O

Each line ends with the Löwdin charge.
Geometry (Å):
C: 2.18423 -0.16000 0.06031  -0.3849
C: 0.61195 -0.11789 0.22894  -0.4063
C: 2.53695 -1.22413 -1.04110  -0.0424
C: -1.38817 0.99025 -0.17282  -0.2320
C: -1.76376 1.08250 1.32821  -0.4887
C: -2.21614 -0.15036 -0.89714  -0.1705
H: 2.37689 -1.37762 1.63789  0.1030
H: 2.50252 0.16050 2.10127  0.0706
H: 2.50626 0.88384 -0.18052  0.1370
H: 2.08383 -2.16339 -0.61399  0.0906
H: 2.18006 -0.99278 -2.02470  0.0571
H: 3.66646 -1.37204 -1.07596  0.0935
H: 0.40235 1.48494 -1.07069  0.1818
H: -1.72085 1.93144 -0.55025  0.1564
H: -2.08877 -1.11679 -0.34214  0.1398
H: -3.16900 0.33273 -0.70624  0.1058
H: -2.36697 -0.81000 -2.71991  0.0862
H: -3.24726 1.04107 2.55312  0.1494
N: 2.77351 -0.43703 1.34316  0.0266
N: -0.02129 0.92436 -0.31517  0.1056
O: 0.07078 -1.00141 0.94919  0.0307
O: -0.99711 1.37234 2.18570  0.1356
O: -1.86268 -0.11751 -2.28546  -0.0501
O: -3.05381 0.83695 1.60829  0.1053

This record from the OMol25 dataset describes a cluster of 2 separate species, C6H12N2O4 in total. The level of theory is ωB97M-V/def2-TZVPD.

Values from the calculation:
Net charge   0
Orbital gap   9.00 eV
Lowest unoccupied orbital energy   -0.68 eV
DFT total energy   -17578.2724 eV
SMILES   CC/C([N+](=O)[O-])=[N+](/[O-])O.C=CC

Each line ends with the Löwdin charge.
Geometry (Å):
C: 1.30708 -1.47515 1.48811  -0.0360
C: -2.06832 -0.10937 -1.32951  -0.1058
C: -1.52009 1.83184 0.15710  -0.0251
C: 1.23959 -0.38193 0.35310  -0.1501
C: -1.68252 1.31153 -1.06454  -0.2413
C: 2.44788 0.42925 0.02804  -0.1468
N: 2.65059 1.66588 0.78880  -0.3412
N: 3.28870 0.02817 -0.80132  -0.2030
O: 3.75376 2.18805 0.68273  0.0991
O: 1.77495 2.04916 1.46592  0.1209
O: 3.02721 -1.38456 -1.13666  0.0488
O: 4.16797 0.48796 -1.50052  0.0787
H: 1.94141 -1.07168 2.20952  0.0609
H: 0.26283 -1.63241 1.74530  0.0782
H: 1.54197 -2.41628 1.15842  0.0365
H: -1.08686 -0.74988 -1.39201  0.0887
H: -2.59258 -0.41654 -0.41669  0.0723
H: -2.66348 -0.24233 -2.22703  0.0633
H: -1.55720 1.26897 1.09368  0.0669
H: 3.87960 -1.77260 -1.32622  0.1100
H: -1.20905 2.83341 0.27181  0.0402
H: 0.49398 0.39600 0.68944  0.0895
H: 0.88986 -0.90847 -0.62162  0.1267
H: -1.27757 1.90034 -1.81433  0.0685

Energy above the lowest of the compared OMol25 structures with the same formula, charge and spin: 302.2, 151.3, 355.2, 410.7, 92.3, 910.7 (kJ/mol)
Max |F|: 4.98, 3.37, 4.89, 3.92, 3.42, 5.44 (eV/A)